C24H38AsF5N2P2PtSbSe5Si2 | ωB97M-V with the def2-TZVPD basis set

```
81
C24H38AsF5N2P2PtSbSe5Si2 (ωB97M-V with the def2-TZVPD basis set)
Pt 0.382 0.857 -0.069
Sb -1.932 -3.796 -3.810
Se 0.460 -4.504 -3.917
Se -0.514 -1.710 0.314
Se -2.049 -1.954 -1.318
Se -3.096 -5.780 -5.018
Se -1.973 -1.962 -5.521
As -0.518 2.274 1.670
P 1.892 0.212 1.542
P 2.189 0.112 -1.591
Si -2.698 2.852 2.509
Si 0.025 4.164 0.366
F -2.839 1.235 0.076
F -4.700 1.492 -1.793
F 0.519 1.279 -3.268
F -1.344 1.535 -5.129
F -4.015 1.601 -4.455
N -1.343 -0.910 1.676
N -0.560 -3.334 1.074
C -2.214 -1.614 3.824
C -3.646 4.264 1.616
C -1.728 1.424 -3.851
C -2.417 1.290 -1.207
C -3.412 1.408 -2.170
C 3.180 1.102 -2.797
C -1.047 1.247 -1.485
C -0.772 1.308 -2.850
C -3.072 1.470 -3.515
C 3.066 -1.012 0.828
C -1.563 -4.266 3.080
C -3.906 1.404 2.835
C -1.222 -3.204 2.226
C 3.590 -0.424 -0.474
C -1.613 -1.857 2.584
C 1.392 -0.579 3.104
C -2.236 -3.996 4.247
C 3.010 1.501 2.204
C 1.782 3.949 -0.394
C 0.149 5.735 1.459
C -2.147 3.566 4.213
C 1.875 -1.425 -2.516
C -1.116 4.558 -1.130
C -2.536 -2.679 4.629
H 3.825 1.037 2.760
H -1.087 5.608 -1.400
H -0.834 6.127 1.690
H 1.919 4.574 -1.274
H 2.510 -1.941 0.644
H 3.864 -1.238 1.546
H 3.404 2.117 1.396
H 2.420 2.134 2.870
H -3.472 0.481 2.469
H -4.132 1.290 3.890
H 2.833 2.133 -2.821
H -4.839 1.549 2.303
H -2.424 -0.598 4.117
H -4.544 4.539 2.160
H -2.147 4.297 -0.916
H 1.322 -2.126 -1.885
H -0.808 3.984 -1.999
H 4.183 0.472 -0.254
H 2.242 -0.661 3.779
H -3.035 -2.498 5.571
H 1.264 -1.195 -3.388
H 2.800 -1.898 -2.850
H 0.601 0.020 3.562
H 1.923 2.909 -0.702
H -1.618 4.506 4.081
H 2.564 4.196 0.319
H 0.645 5.517 2.400
H 4.232 1.079 -2.524
H 4.231 -1.129 -1.016
H -1.467 2.871 4.703
H -3.953 3.953 0.624
H -2.534 -4.810 4.895
H 3.040 0.677 -3.788
H 0.998 -1.572 2.898
H -1.304 -5.274 2.787
H 0.710 6.516 0.956
H -2.988 3.742 4.874
H -3.027 5.150 1.520
```

Output
E   -473761.9189 eV
LUMO level (spin up / spin down)   0.069 / -0.007 Eh
Molecular weight   1354.3 g/mol
Charge   -1
Max |F|   1.83 eV/A
⟨S²⟩   6.055
2S+1   5
Energy above the lowest of the compared OMol25 structures with the same formula, charge and spin   15.1 kcal/mol
HOMO-LUMO gap (spin up / spin down)   5.84 / 4.56 eV

C19H48GaN8O2P2S2 | ωB97M-V with the def2-TZVPD basis set

```
82
C19H48GaN8O2P2S2 (ωB97M-V with the def2-TZVPD basis set)
Ga -0.645 2.795 2.741
S -3.305 3.275 -1.537
S -3.739 5.184 0.712
P -0.381 0.578 -5.787
P 2.715 -1.262 5.108
O 1.817 -0.138 4.674
O -0.351 1.095 -4.365
N -5.867 0.890 1.090
N 4.098 -2.325 5.447
N 2.451 -1.011 6.823
N -0.034 -1.075 -5.321
N -0.105 0.180 -7.497
N 1.738 -2.584 4.530
N -4.562 2.642 0.799
N -2.082 0.801 -6.012
C 1.709 -3.924 5.088
C 1.726 -2.691 3.071
C -0.991 -2.156 -5.484
C -2.970 0.011 -6.848
C 0.566 -1.242 -3.994
C 0.431 1.404 -8.166
C -5.467 1.799 0.237
C -1.470 3.048 -1.193
C -1.140 1.938 -0.160
C -4.363 2.291 2.123
C -0.019 2.490 0.797
C 0.878 -0.867 -7.833
C -3.931 3.705 0.113
C -2.448 2.208 -6.201
C 1.797 -1.988 7.673
C -5.172 1.196 2.246
C 4.913 -2.069 6.649
C 1.898 0.299 7.183
C 5.066 -2.178 4.319
H -2.212 2.551 -7.220
H -1.937 2.863 -5.494
H 0.905 -4.493 4.613
H 0.822 0.362 6.996
H 4.411 -2.350 7.569
H 0.733 -2.111 7.434
H 1.839 -0.714 -7.336
H -0.710 1.083 -0.704
H -1.989 1.616 0.452
H 2.288 -2.962 7.649
H 1.352 -0.511 -3.818
H 5.810 -2.695 6.619
H -1.022 2.796 -2.160
H -2.949 -1.045 -6.601
H 5.898 -2.874 4.427
H 0.616 2.561 3.729
H -0.504 -3.113 -5.264
H -5.256 0.615 3.160
H 1.409 1.682 -7.762
H 1.574 -1.712 2.615
H 1.878 -1.677 8.721
H -5.817 1.867 -0.786
H 2.074 0.500 8.246
H -4.002 0.320 -6.666
H 1.044 -2.224 -3.920
H 0.426 3.422 0.406
H 0.537 1.246 -9.240
H -3.708 2.780 2.828
H -1.697 1.621 3.097
H 1.049 -0.869 -8.914
H 1.467 -3.934 6.145
H -1.151 4.024 -0.811
H 0.827 1.784 0.867
H 2.667 -3.110 2.680
H -0.173 -1.159 -3.190
H 5.227 -1.025 6.727
H -1.859 -2.054 -4.822
H 5.471 -1.162 4.273
H 2.642 -4.482 4.928
H -0.236 2.258 -8.029
H -1.332 -2.264 -6.514
H -1.299 4.263 2.899
H 0.526 -1.868 -7.608
H -3.518 2.360 -6.053
H 4.593 -2.387 3.358
H 0.914 -3.335 2.732
H 2.391 1.102 6.640
H -2.777 0.133 -7.922
```

Output
E   -129116.2370 eV
LUMO level   0.046 Eh
Molecular weight   616.5 g/mol
Charge   -1
Max |F|   7.95 eV/A
2S+1   1
Energy above the lowest of the compared OMol25 structures with the same formula, charge and spin   0.0 kcal/mol
HOMO-LUMO gap   5.59 eV

C22H32MgN2OSSbSe4 | ωB97M-V with the def2-TZVPD basis set

```
64
C22H32MgN2OSSbSe4 (ωB97M-V with the def2-TZVPD basis set)
Sb -4.565 0.078 0.858
Se -5.525 -2.031 0.232
Se -3.972 0.356 3.239
Se -5.442 2.156 -0.042
Se -2.244 0.232 -0.418
S -0.820 2.912 -0.270
Mg 0.059 0.025 -0.051
O 0.438 2.012 -0.130
N 0.225 -0.620 1.961
N 2.094 -0.569 0.115
C 0.655 -0.341 4.696
C -0.613 -0.525 4.178
C -0.069 4.562 -0.114
C 1.471 -0.450 2.434
C 4.354 -0.300 -0.630
C -0.790 -0.652 2.807
C 3.857 -0.227 1.682
C 4.814 -0.169 0.677
C 2.513 -0.408 1.382
C 6.735 -1.126 1.934
C 1.795 -1.363 6.655
C 3.004 -0.492 -0.852
C 7.172 0.066 -0.207
C 6.433 1.360 1.786
C 6.280 0.030 1.034
C -1.041 5.328 0.774
C -0.370 -0.181 6.996
C -1.661 3.040 1.339
C 1.666 1.132 6.438
C -1.306 4.390 1.949
C 1.723 -0.305 3.786
C 0.925 -0.189 6.186
H 7.793 -1.011 2.176
H 7.478 1.512 2.060
H 7.104 -0.860 -0.781
H 1.305 -2.316 6.446
H 2.729 -0.154 4.148
H -2.107 4.739 2.598
H 0.050 4.979 -1.112
H -2.725 2.923 1.105
H 6.601 -2.087 1.435
H 2.628 -0.603 -1.863
H -1.505 -0.545 4.787
H 1.967 -1.294 7.731
H 1.065 1.982 6.111
H 8.211 0.189 0.100
H 2.622 1.171 5.913
H -1.366 2.173 1.924
H -0.923 -1.115 6.883
H -0.646 6.300 1.075
H 5.019 -0.246 -1.479
H 5.841 1.377 2.702
H 6.115 2.199 1.165
H -1.976 5.502 0.233
H -0.135 -0.058 8.055
H 4.157 -0.121 2.713
H 1.867 1.246 7.505
H -1.788 -0.746 2.395
H 0.906 4.433 0.357
H 6.179 -1.152 2.871
H 6.919 0.900 -0.862
H -1.027 0.638 6.699
H 2.768 -1.367 6.159
H -0.396 4.303 2.551
```

Output
E   -312569.8907 eV
LUMO level   0.039 Eh
Molecular weight   834.5 g/mol
Charge   -1
Max |F|   0.95 eV/A
2S+1   1
Energy above the lowest of the compared OMol25 structures with the same formula, charge and spin   47.5 kcal/mol
HOMO-LUMO gap   4.20 eV

C3H8N2O2 | ωB97M-V with the def2-TZVPD basis set

```
15
C3H8N2O2 (ωB97M-V with the def2-TZVPD basis set)
O -0.532 -1.928 0.482
O -2.075 -3.654 -3.270
N 0.520 1.066 -0.265
N 0.162 2.243 1.612
C -0.295 1.907 0.377
C 1.631 0.864 0.579
C 1.428 1.740 1.635
H 2.076 2.081 2.480
H -0.601 -0.899 0.820
H 0.360 -2.174 0.665
H 0.397 0.812 -1.234
H -1.907 -4.606 -3.113
H -1.210 2.202 0.008
H 2.574 0.454 0.099
H -2.194 -3.439 -2.388
```

Output
E   -10314.8308 eV
LUMO level   0.021 Eh
Molecular weight   104.1 g/mol
Max |F|   4.51 eV/A
2S+1   1
Energy above the lowest of the compared OMol25 structures with the same formula, charge and spin   48.9 kcal/mol
HOMO-LUMO gap   9.79 eV